[1]
101
Properties=species:S:1:pos:R:3:forces:R:3 method="wB97M-V/def2-TZVPD" charge=+1 homo_energy_ev="-10.24 / -9.80" spin_multiplicity=5 e_tot_ha=-2644.04208 homo_lumo_gap_ev="7.31 / 2.49"
Ru 1.420 0.705 -0.907 -0.84 -1.35 -0.43
C 4.065 -0.807 -1.277 -0.78 -0.56 0.57
N 3.516 0.472 -0.691 1.01 -0.40 0.86
C 4.327 1.557 -1.328 -0.75 0.26 -0.70
C 3.760 0.500 0.807 -0.40 -0.95 -0.26
C 2.601 -0.184 1.615 1.45 0.43 -0.64
N 1.327 0.408 1.160 -0.87 -0.25 0.62
C 0.224 -0.552 1.573 -0.63 0.14 -0.13
C 0.181 -1.884 0.847 -0.16 -0.83 1.09
C 0.224 -3.035 1.669 0.72 0.29 -0.06
C 0.445 -4.310 1.103 -0.53 1.78 2.93
C 0.376 -4.397 -0.242 -0.38 -2.16 -2.94
C 0.046 -3.382 -1.111 -0.71 1.18 0.35
C 0.005 -2.034 -0.551 0.99 -0.87 0.15
O -0.068 -0.991 -1.315 0.63 1.36 -0.13
C -0.394 -3.585 -2.565 -0.29 -1.02 -0.51
C -1.793 -2.984 -2.798 -0.98 -0.45 -0.19
C 0.664 -3.036 -3.462 0.90 2.76 -1.28
C -0.459 -5.055 -2.998 0.83 -0.67 -0.18
C 0.700 -5.519 1.979 0.20 -0.79 0.08
C -0.501 -6.486 1.878 0.62 -1.50 -0.57
C 0.925 -5.123 3.459 0.51 1.38 -1.33
C 1.951 -6.199 1.394 1.46 0.62 0.81
C 1.119 1.683 1.904 -0.85 0.77 -0.90
C -0.117 2.499 1.506 1.10 -0.47 -1.65
C -0.582 3.413 2.491 -1.66 1.02 1.72
C -1.823 4.049 2.388 1.27 -0.79 0.07
C -2.466 3.936 1.145 -1.05 1.14 1.32
C -1.947 3.222 0.107 1.71 -2.66 -4.30
C -0.725 2.477 0.240 -0.44 0.00 0.00
O -0.323 1.766 -0.784 0.95 0.25 0.68
C -2.603 3.076 -1.319 0.77 1.01 0.00
C -2.829 1.581 -1.687 -0.97 -1.08 1.83
C -3.909 3.928 -1.396 -0.01 -1.76 1.14
C -1.636 3.676 -2.431 0.57 -0.04 -0.68
C -2.455 4.857 3.465 -0.48 0.41 1.21
C -1.638 4.819 4.784 -1.08 -0.40 -0.15
C -3.841 4.287 3.884 -0.45 -0.86 -0.72
C -2.665 6.292 2.939 0.87 0.46 1.37
H 5.084 -0.914 -0.885 -0.14 -0.14 -0.17
H 4.108 -0.684 -2.370 -0.30 -0.35 0.47
H 3.443 -1.704 -0.950 0.70 1.15 -0.60
H 5.413 1.475 -1.189 -0.24 -0.44 0.27
H 4.019 2.541 -0.934 -0.05 -0.43 -0.40
H 4.097 1.428 -2.404 0.24 0.73 0.56
H 3.829 1.542 1.053 0.02 0.54 0.34
H 4.743 0.047 0.993 -0.31 0.03 0.23
H 2.693 0.011 2.705 0.24 -0.29 -0.55
H 2.580 -1.273 1.431 -0.06 0.48 0.08
H -0.708 0.007 1.417 0.07 -0.08 0.05
H 0.358 -0.737 2.667 -0.17 0.13 -0.73
H 0.174 -2.886 2.771 0.23 -0.17 -1.04
H 0.484 -5.434 -0.670 -0.18 1.31 0.28
H -1.826 -1.884 -2.702 -0.02 -0.60 -0.10
H -2.473 -3.462 -2.053 0.35 0.58 -0.32
H -2.238 -3.320 -3.791 0.87 0.63 1.00
H 0.771 -1.964 -3.309 -0.40 0.35 -0.04
H 0.557 -3.115 -4.559 -0.51 -0.45 0.50
H 1.678 -3.313 -3.255 0.52 -1.09 0.40
H -1.084 -5.722 -2.397 0.06 0.15 0.07
H 0.598 -5.388 -2.991 -0.59 -0.44 0.16
H -0.770 -5.161 -4.061 0.02 0.36 0.75
H -1.267 -6.133 2.567 -0.42 -0.10 -0.47
H -0.229 -7.573 2.203 -0.32 1.93 -0.54
H -0.808 -6.519 0.781 -0.10 -0.12 1.61
H 0.021 -4.600 3.809 0.30 -0.59 0.34
H 1.762 -4.369 3.514 -0.64 -0.83 0.08
H 1.195 -5.999 4.017 -0.14 -0.29 0.52
H 1.805 -6.521 0.362 -0.02 -0.35 0.27
H 2.382 -7.009 2.045 -0.74 0.55 -0.73
H 2.745 -5.409 1.347 -0.38 -0.63 -0.01
H 2.027 2.330 1.769 -0.75 -0.56 0.50
H 0.857 1.467 2.943 0.93 -0.23 0.31
H 0.014 3.537 3.425 -0.52 -0.16 -0.88
H -3.408 4.446 0.927 0.28 -0.03 0.47
H -3.051 0.965 -0.746 0.04 0.85 -0.95
H -1.959 1.035 -2.092 -0.68 0.77 -0.40
H -3.772 1.533 -2.267 0.78 -0.17 -0.12
H -4.663 3.570 -0.654 0.31 -0.11 -0.56
H -4.329 3.794 -2.389 -0.05 0.44 -0.01
H -3.740 4.949 -1.095 0.21 0.59 -0.55
H -0.622 3.194 -2.576 -1.52 0.47 0.56
H -1.478 4.745 -2.268 0.00 0.03 0.19
H -2.114 3.620 -3.450 0.12 -0.23 1.11
H -1.731 3.811 5.228 0.31 0.23 -0.30
H -2.132 5.463 5.520 0.36 0.18 -0.24
H -0.604 5.074 4.655 0.53 0.35 0.12
H -3.871 3.174 3.825 0.30 0.62 0.45
H -4.625 4.570 3.174 0.03 0.28 0.09
H -4.155 4.617 4.894 0.29 -0.14 -0.61
H -1.711 6.764 2.629 -0.42 -0.20 0.35
H -3.102 6.850 3.790 0.21 0.09 -0.64
H -3.329 6.365 2.098 -0.48 -0.17 -0.36
F 1.527 -0.560 -5.524 0.35 0.48 0.11
C 1.951 0.717 -5.496 0.08 -0.28 -0.72
F 1.524 1.310 -6.618 -0.28 0.08 0.77
F 3.291 0.749 -5.560 -0.22 -0.20 0.53
S 1.298 1.511 -3.934 -0.78 -1.08 -1.04
O 1.858 2.810 -3.825 0.68 0.90 0.24
O -0.136 1.442 -4.091 1.01 -0.58 0.58
O 1.948 0.550 -2.930 -1.26 0.84 -0.33

[2]
107
Properties=species:S:1:pos:R:3:forces:R:3 method="wB97M-V/def2-TZVPD" charge=0 homo_energy_ev=-7.20 e_tot_ha=-4604.39387 smiles="CCCNc1c(CCCCO)ccc2c1Nc1cccc(Cl)c1S2.O=S1(=O)CCCC1.O=S1(=O)CCCC1.O=S1(=O)CCCC1.O=S1(=O)CCCC1" homo_lumo_gap_ev=7.59
C 2.366 -3.094 2.119 -0.51 -0.30 -0.76
C 1.225 -4.009 1.567 0.43 0.97 0.99
C -0.021 -3.176 1.247 -0.01 -0.71 -0.77
N 0.070 -2.494 -0.065 0.48 0.60 0.31
C -0.446 -1.164 -0.108 -0.72 0.24 -0.17
C -1.853 -1.013 -0.099 0.12 -0.24 -0.26
C -2.740 -2.258 0.010 -0.16 0.89 0.44
C -4.254 -1.966 -0.070 0.49 0.07 -0.03
C -4.848 -1.357 1.220 -0.33 -0.53 -0.12
C -6.238 -1.924 1.611 0.36 1.20 0.22
O -7.272 -1.037 1.176 -0.23 -0.17 -0.09
C -2.408 0.259 -0.190 -0.26 0.50 -0.01
C -1.627 1.406 -0.279 0.47 -0.35 0.15
C -0.253 1.251 -0.269 0.98 0.12 0.15
C 0.358 -0.002 -0.170 -0.33 -1.02 -0.14
N 1.774 -0.110 -0.133 -1.87 1.10 2.16
C 2.382 0.745 0.800 0.70 0.07 0.53
C 3.315 0.282 1.737 -0.08 0.39 0.00
C 3.893 1.170 2.643 0.29 -0.51 -0.01
C 3.610 2.526 2.650 -0.18 0.37 -0.19
C 2.681 2.992 1.725 -0.23 -0.30 -0.12
Cl 2.207 4.678 1.652 0.36 -0.32 0.24
C 2.075 2.115 0.833 -0.79 -0.25 -0.73
S 0.857 2.651 -0.351 -0.15 0.10 -0.01
H 3.070 -2.904 1.297 0.18 0.03 0.43
H 1.941 -2.134 2.427 0.15 -0.15 0.11
H 2.862 -3.559 2.974 0.17 0.14 -0.24
H 0.976 -4.707 2.375 -0.13 -0.09 -0.39
H 1.605 -4.564 0.703 -0.37 -0.06 0.07
H -0.188 -2.415 2.021 -0.06 -0.35 0.07
H -0.869 -3.870 1.197 0.01 0.27 0.24
H 0.995 -2.567 -0.470 -0.09 -0.10 -0.02
H -2.545 -2.649 1.018 -0.07 -0.38 -0.34
H -2.443 -2.995 -0.745 0.09 0.09 0.22
H -4.755 -2.918 -0.287 0.00 0.24 -0.03
H -4.404 -1.285 -0.917 -0.30 -0.33 0.03
H -5.002 -0.278 1.110 0.21 -0.16 0.13
H -4.158 -1.506 2.062 -0.03 0.02 -0.19
H -6.269 -1.981 2.710 -0.12 -0.35 -0.19
H -6.454 -2.891 1.151 0.10 0.07 0.17
H -7.137 -0.177 1.600 0.01 -0.18 0.07
H -3.482 0.413 -0.185 0.17 -0.23 -0.02
H -2.047 2.406 -0.331 -0.07 -0.20 0.00
H 2.088 -1.058 -0.013 0.00 0.02 -0.08
H 3.583 -0.768 1.794 -0.07 0.16 -0.12
H 4.592 0.739 3.358 -0.05 0.30 -0.05
H 4.079 3.227 3.333 -0.04 -0.21 -0.03
C 6.140 -1.983 -3.530 -0.07 0.00 -0.08
C 5.460 -1.045 -4.531 -0.14 0.08 0.06
C 3.951 -1.103 -4.263 0.15 0.01 -0.33
S 3.764 -1.504 -2.523 0.43 0.40 -0.37
O 3.143 -2.806 -2.404 -0.18 0.13 0.30
O 3.239 -0.364 -1.808 1.14 -0.68 -1.28
C 5.512 -1.670 -2.175 0.34 -0.20 -0.05
H 7.220 -1.840 -3.512 -0.01 -0.01 -0.01
H 5.940 -3.022 -3.803 0.01 0.00 0.04
H 5.822 -0.026 -4.379 0.00 -0.02 0.03
H 5.687 -1.322 -5.556 -0.12 0.11 0.21
H 3.465 -0.151 -4.461 -0.14 -0.06 0.14
H 3.471 -1.891 -4.842 -0.03 -0.04 0.10
H 5.666 -2.454 -1.435 -0.15 0.04 0.06
H 5.863 -0.714 -1.788 -0.09 0.01 0.02
C -10.209 2.294 4.542 0.00 -0.11 -0.06
C -10.508 0.827 4.880 -0.01 0.07 0.05
C -9.260 0.010 4.523 -0.41 -0.15 -0.05
S -7.865 1.130 4.694 -0.33 0.00 0.23
O -7.280 1.331 3.388 0.21 -0.11 0.02
O -7.073 0.739 5.831 0.28 -0.02 -0.21
C -8.824 2.579 5.115 -0.29 0.26 -0.08
H -10.958 2.966 4.958 0.02 0.01 -0.01
H -10.199 2.428 3.458 0.02 0.04 0.02
H -10.716 0.735 5.948 0.02 0.01 -0.01
H -11.382 0.460 4.343 0.02 -0.02 0.00
H -9.121 -0.834 5.194 0.18 0.01 -0.05
H -9.286 -0.336 3.491 0.13 0.04 0.00
H -8.355 3.465 4.694 0.15 -0.08 0.01
H -8.853 2.650 6.202 0.08 -0.05 -0.01
C -0.978 5.153 3.800 -0.04 0.05 -0.06
C -0.493 6.457 3.156 0.03 -0.03 0.03
C -1.418 7.581 3.639 0.22 0.00 -0.37
S -2.026 7.072 5.252 0.29 -0.13 -0.06
O -3.449 6.859 5.162 -0.03 0.13 0.13
O -1.450 7.914 6.270 -0.25 0.07 0.08
C -1.211 5.479 5.272 0.11 -0.31 -0.16
H -0.255 4.349 3.678 -0.01 0.01 -0.02
H -1.916 4.838 3.336 0.01 -0.03 0.04
H 0.532 6.660 3.474 -0.01 -0.01 0.01
H -0.490 6.391 2.069 0.01 0.01 0.01
H -0.890 8.527 3.740 -0.13 0.04 0.12
H -2.277 7.704 2.982 -0.08 -0.02 0.12
H -1.839 4.753 5.782 -0.07 0.13 0.08
H -0.266 5.599 5.803 -0.04 0.06 0.03
C 7.814 -4.682 -9.092 -0.06 0.08 -0.08
C 8.280 -3.410 -9.812 0.05 -0.06 0.05
C 7.330 -2.277 -9.404 0.21 -0.01 -0.37
S 6.719 -2.701 -7.769 0.49 -0.21 -0.24
O 5.301 -2.946 -7.852 -0.04 0.21 0.24
O 7.280 -1.789 -6.800 -0.13 -0.06 -0.14
C 7.565 -4.272 -7.644 0.12 -0.33 -0.13
H 8.554 -5.479 -9.159 -0.02 0.00 0.01
H 6.887 -5.043 -9.543 0.00 -0.02 0.04
H 9.298 -3.168 -9.499 -0.02 0.00 0.01
H 8.293 -3.540 -10.893 -0.01 0.02 0.01
H 7.840 -1.318 -9.356 -0.14 0.05 0.11
H 6.474 -2.210 -10.073 -0.08 0.00 0.12
H 6.946 -4.978 -7.095 -0.07 0.13 0.07
H 8.503 -4.102 -7.116 -0.04 0.07 0.03

- Among the records above, which one has the highest charge?
  C35H54F3N2O5RuS